(1)
{
  "formula": "C6H10",
  "method": "ωB97M-V with the def2-TZVPD basis set",
  "e_above_lowest_kj_mol": 504.97,
  "multiplicity": 1,
  "homo_energy_ev": [-8.07, -8.07],
  "homo_lumo_gap_ha": [0.306, 0.306],
  "elements": ["C", "C", "C", "C", "C", "C", "H", "H", "H", "H", "H", "H", "H", "H", "H", "H"],
  "coordinates": [[-1.756750, 0.222628, 0.485994], [-0.534774, 1.036113, -0.216337], [0.929769, 1.003893, -0.188090], [1.417704, -0.198897, 0.560715], [0.300316, -1.206959, 0.218236], [-0.837287, -0.404125, -0.460836], [-1.881970, -0.217330, 1.483355], [-2.656321, 0.715685, 0.126130], [-0.935369, 1.804578, -0.877726], [0.775132, 0.065144, -1.920432], [1.517611, 1.935910, -0.134886], [1.550650, -0.029453, 1.644186], [2.392505, -0.502180, 0.174974], [-0.050356, -1.752237, 1.100765], [0.677143, -1.924066, -0.508807], [-0.893924, -0.594832, -1.542241]],
  "forces_ev_per_angstrom": [[0.2, 0.4, 0.1], [-0.3, -0.1, 0.1], [0.0, -0.5, -0.7], [0.0, -0.1, -0.3], [0.0, -0.2, -0.1], [-0.1, -0.4, -0.3], [0.5, 0.5, -0.2], [0.1, -0.2, 0.0], [-0.1, -0.4, 0.1], [1.4, 1.7, 1.8], [-0.2, -0.5, -0.5], [-0.2, 0.2, -0.3], [-0.1, -0.1, 0.1], [0.0, 0.0, -0.2], [0.0, -0.1, 0.1], [-0.8, -0.3, 0.3]]
}


(2)
{
  "formula": "C5H6O",
  "method": "ωB97M-V with the def2-TZVPD basis set",
  "e_above_lowest_kj_mol": 215.35,
  "multiplicity": 1,
  "homo_energy_ev": -9.00,
  "homo_lumo_gap_ha": 0.366,
  "smiles": "C#CC/C=C/O",
  "elements": ["C", "C", "C", "C", "C", "O", "H", "H", "H", "H", "H", "H"],
  "coordinates": [[-0.060806, 0.132927, 2.793441], [-0.335081, 0.511779, 1.683726], [-0.634126, 0.880223, 0.291684], [-0.293435, -0.267713, -0.624619], [0.683878, -0.209644, -1.525506], [1.128616, -1.233511, -2.297439], [0.193992, -0.209725, 3.771752], [-1.692736, 1.158866, 0.207133], [-0.053242, 1.769080, 0.015384], [-0.829001, -1.202053, -0.455849], [1.239069, 0.702564, -1.731494], [0.708118, -2.049463, -1.993060]],
  "forces_ev_per_angstrom": [[-0.1, 0.2, -0.4], [0.1, -0.1, 0.5], [0.0, 0.1, 0.0], [0.2, -0.1, -0.2], [-0.2, 0.3, 0.2], [-0.1, -0.2, 0.0], [-0.1, 0.1, -0.2], [0.2, -0.1, 0.0], [-0.1, -0.1, 0.0], [0.1, 0.1, 0.0], [-0.1, -0.1, 0.1], [0.1, 0.1, -0.1]]
}


(3)
{
  "formula": "C32H62O26",
  "method": "ωB97M-V with the def2-TZVPD basis set",
  "multiplicity": 1,
  "homo_energy_ev": -10.03,
  "homo_lumo_gap_ha": 0.385,
  "smiles": "CC[C@@H](C)[C@H]1COC(=O)C1.COC(=O)OC.COC(=O)OC.COC(=O)OC.COC(=O)OC.COC(=O)OC.COC(=O)OC.COC(=O)OC.COC(=O)OC",
  "elements": ["C", "C", "C", "C", "C", "C", "O", "C", "O", "C", "H", "H", "H", "H", "H", "H", "H", "H", "H", "H", "H", "H", "H", "H", "C", "O", "C", "O", "O", "C", "H", "H", "H", "H", "H", "H", "C", "O", "C", "O", "O", "C", "H", "H", "H", "H", "H", "H", "C", "O", "C", "O", "O", "C", "H", "H", "H", "H", "H", "H", "C", "O", "C", "O", "O", "C", "H", "H", "H", "H", "H", "H", "C", "O", "C", "O", "O", "C", "H", "H", "H", "H", "H", "H", "C", "O", "C", "O", "O", "C", "H", "H", "H", "H", "H", "H", "C", "O", "C", "O", "O", "C", "H", "H", "H", "H", "H", "H", "C", "O", "C", "O", "O", "C", "H", "H", "H", "H", "H", "H"],
  "coordinates": [[2.171394, -2.578684, 1.490662], [1.322448, -1.911350, 2.664718], [0.568190, -0.554570, 2.265911], [1.293709, 0.302783, 1.124038], [-0.987495, -0.764607, 1.928764], [-1.403898, -1.513378, 0.589812], [-2.873212, -1.621239, 0.785455], [-3.126347, -1.931309, 2.137900], [-4.065548, -2.537184, 2.667383], [-1.924413, -1.400571, 3.044937], [1.502987, -3.153836, 0.759163], [2.826584, -3.385569, 1.984948], [2.893535, -1.880287, 0.964879], [1.989216, -1.681115, 3.567945], [0.535484, -2.683223, 2.984977], [0.583200, 0.105676, 3.207939], [1.030361, 1.396122, 1.323429], [1.073314, -0.037025, 0.066031], [2.428972, 0.230909, 1.274491], [-1.404098, 0.282220, 1.771667], [-1.127676, -2.622020, 0.519154], [-1.351568, -0.955001, -0.401943], [-1.507323, -2.337972, 3.535391], [-2.144718, -0.658629, 3.877895], [0.670334, -0.365623, -3.436379], [1.812554, -0.861624, -4.132993], [2.726002, -1.449310, -3.345476], [2.650729, -1.579790, -2.149865], [3.736794, -1.865807, -4.121542], [4.789874, -2.515216, -3.411101], [0.001941, 0.087174, -4.168700], [0.138286, -1.180191, -2.940196], [0.961750, 0.401357, -2.715680], [4.421783, -3.414760, -2.913800], [5.245246, -1.834114, -2.689488], [5.548692, -2.807554, -4.136859], [-1.707790, 4.917506, -5.835281], [-0.568551, 4.421197, -6.536767], [0.346458, 3.831471, -5.752374], [0.274344, 3.699810, -4.556217], [1.355273, 3.415548, -6.530886], [2.409426, 2.765161, -5.821373], [-2.376415, 5.371008, -6.566792], [-2.239124, 4.103536, -5.338422], [-1.413553, 5.682857, -5.114001], [2.041658, 1.865229, -5.324425], [2.865823, 3.446640, -5.099830], [3.169733, 2.471398, -6.545236], [1.738536, 6.619907, -5.548986], [2.321167, 7.899210, -5.789973], [3.651187, 7.934790, -5.623728], [4.349782, 7.006054, -5.301910], [4.068546, 9.183454, -5.878540], [5.476211, 9.368923, -5.739614], [0.664628, 6.705969, -5.712565], [2.135833, 5.879067, -6.245748], [1.906480, 6.308230, -4.515939], [6.019734, 8.736443, -6.444279], [5.792554, 9.165203, -4.714738], [5.697801, 10.411193, -5.968959], [-5.264055, 3.732520, 4.007943], [-6.163833, 2.747629, 4.511115], [-6.064057, 1.552491, 3.907948], [-5.303452, 1.271612, 3.015549], [-6.957146, 0.727584, 4.471716], [-6.963157, -0.591521, 3.923902], [-5.433273, 4.653089, 4.566494], [-4.228357, 3.421406, 4.158819], [-5.458110, 3.928040, 2.951424], [-5.995115, -1.074540, 4.071340], [-7.225627, -0.567545, 2.864532], [-7.720183, -1.170572, 4.452698], [-11.112584, -5.202874, 2.391652], [-9.939824, -4.396995, 2.487259], [-9.380536, -4.098024, 1.304398], [-9.782399, -4.446914, 0.223355], [-8.296918, -3.343358, 1.536773], [-7.595160, -2.947106, 0.358917], [-11.476567, -5.380736, 3.403547], [-11.891773, -4.684324, 1.829534], [-10.881868, -6.166149, 1.932479], [-8.234189, -2.338293, -0.283986], [-7.224085, -3.820290, -0.180968], [-6.740990, -2.343236, 0.666400], [8.361089, 0.668060, -9.812595], [7.296849, 1.025074, -8.932539], [7.169018, 2.345492, -8.732397], [7.857107, 3.205270, -9.220773], [6.140767, 2.540653, -7.893268], [5.886873, 3.911560, -7.588272], [8.369569, -0.418367, -9.899609], [8.199757, 1.093651, -10.804945], [9.321791, 0.990287, -9.406169], [5.626969, 4.465923, -8.492218], [6.748718, 4.362929, -7.093263], [5.038378, 3.949758, -6.905316], [-0.633855, -3.428773, 9.512076], [-1.589975, -2.948720, 8.568629], [-1.992379, -3.865916, 7.675757], [-1.619168, -5.011917, 7.618462], [-2.880604, -3.285885, 6.857766], [-3.398097, -4.151136, 5.846520], [-0.383670, -2.604478, 10.179746], [-1.054551, -4.241424, 10.107725], [0.277437, -3.752762, 9.006303], [-3.930836, -4.992621, 6.293973], [-2.596325, -4.503944, 5.194693], [-4.103050, -3.577203, 5.245129], [1.784614, -4.924523, 6.937733], [2.366375, -3.641420, 6.702861], [3.694704, -3.597570, 6.882699], [4.395625, -4.520180, 7.212407], [4.106774, -2.345242, 6.630702], [5.511536, -2.150739, 6.783955], [0.712147, -4.841832, 6.763338], [2.190944, -5.664513, 6.245353], [1.942933, -5.236292, 7.972142], [6.066275, -2.780437, 6.085600], [5.818572, -2.351565, 7.812219], [5.728942, -1.107188, 6.555906]],
  "forces_ev_per_angstrom": [[0.3, -1.0, 0.8], [-0.1, 0.1, -0.4], [-0.3, -0.1, 0.2], [0.5, 0.1, 1.1], [0.5, 0.9, -0.2], [-1.3, -0.5, 0.7], [-0.8, -1.1, 2.2], [-0.2, 0.2, 2.2], [1.9, 1.6, -2.8], [0.7, -0.4, -1.4], [1.0, 1.1, 0.8], [-0.9, 1.1, -0.8], [-1.2, -0.8, 0.5], [-0.9, -0.5, -1.3], [1.2, 1.1, -0.2], [-0.1, -0.9, -1.3], [0.2, -1.4, -0.7], [0.1, 0.5, 1.3], [-1.6, 0.1, -0.3], [0.5, -1.1, 0.1], [0.5, 1.7, -0.1], [0.5, -0.8, 1.5], [-0.3, 1.1, -0.6], [-0.3, -1.0, -1.3], [-0.4, 0.2, 0.2], [0.3, -0.1, 0.1], [0.1, 0.0, -0.2], [0.0, 0.0, -0.2], [-0.3, 0.2, 0.1], [0.4, -0.2, 0.1], [0.3, -0.1, -0.1], [0.1, 0.1, 0.1], [0.0, -0.2, 0.0], [0.0, 0.2, 0.1], [-0.2, -0.1, 0.0], [-0.2, 0.1, -0.1], [-0.4, 0.2, 0.1], [0.3, -0.2, 0.1], [0.0, -0.1, -0.2], [0.0, 0.1, -0.3], [-0.4, 0.2, 0.1], [0.4, -0.3, 0.2], [0.3, -0.1, -0.1], [0.2, 0.1, 0.1], [0.0, -0.2, 0.1], [0.0, 0.2, 0.1], [-0.2, -0.1, 0.0], [-0.3, 0.1, -0.1], [-0.2, -0.3, 0.1], [0.4, 0.1, 0.0], [-0.1, 0.2, -0.1], [-0.2, 0.2, -0.1], [-0.2, -0.3, 0.1], [0.4, 0.1, 0.0], [0.2, 0.3, -0.1], [0.1, 0.1, 0.1], [0.1, 0.0, -0.1], [-0.1, -0.1, 0.2], [0.0, -0.1, -0.1], [-0.3, -0.1, 0.0], [0.2, 0.3, -0.1], [0.0, -0.3, -0.1], [-0.2, -0.1, 0.2], [-0.1, 0.1, 0.2], [0.2, 0.4, -0.1], [0.0, -0.5, -0.1], [-0.2, -0.2, 0.1], [-0.1, 0.0, -0.2], [0.1, -0.1, 0.1], [0.0, 0.1, -0.2], [0.2, 0.0, 0.1], [0.0, 0.3, 0.1], [-0.3, -0.2, 0.1], [0.2, 0.1, -0.2], [0.1, 0.1, 0.1], [0.1, 0.1, 0.3], [-0.3, -0.2, 0.1], [0.3, 0.2, -0.3], [0.2, 0.2, 0.0], [0.1, -0.1, -0.1], [0.0, 0.2, -0.1], [0.0, -0.2, 0.0], [-0.2, 0.1, 0.0], [-0.1, -0.1, 0.2], [0.3, -0.2, -0.3], [-0.1, 0.3, 0.1], [-0.1, -0.1, 0.1], [-0.2, -0.2, 0.1], [0.2, -0.2, -0.2], [-0.1, 0.4, 0.1], [-0.2, 0.1, 0.2], [0.1, 0.1, 0.1], [-0.1, 0.1, -0.1], [0.2, 0.0, 0.1], [0.0, 0.0, -0.2], [0.1, -0.2, -0.1], [0.3, -0.1, 0.3], [-0.1, -0.2, -0.3], [-0.2, 0.3, 0.0], [0.0, 0.3, 0.0], [0.3, -0.1, 0.3], [-0.3, -0.2, -0.4], [-0.2, 0.1, -0.2], [0.1, 0.0, -0.2], [-0.2, -0.1, 0.0], [0.2, 0.0, 0.0], [-0.1, -0.1, 0.2], [0.2, 0.2, 0.2], [-0.3, -0.4, 0.0], [0.4, 0.2, 0.0], [-0.1, 0.1, -0.1], [-0.2, 0.3, -0.1], [-0.2, -0.2, 0.0], [0.4, 0.1, 0.0], [0.2, 0.2, 0.0], [0.1, 0.0, 0.2], [0.1, 0.0, -0.1], [-0.1, -0.1, 0.2], [0.0, -0.1, -0.1], [-0.3, -0.1, 0.0]]
}


(4)
{
  "formula": "C5H7NO",
  "method": "ωB97M-V with the def2-TZVPD basis set",
  "e_above_lowest_kj_mol": 60.36,
  "multiplicity": 1,
  "homo_energy_ev": -10.26,
  "homo_lumo_gap_ha": 0.398,
  "smiles": "CCC(=O)CC#N",
  "elements": ["C", "C", "C", "O", "C", "C", "N", "H", "H", "H", "H", "H", "H", "H"],
  "coordinates": [[-1.557941, 0.170266, 0.222647], [-0.645994, -1.049917, 0.359026], [0.782429, -0.869373, -0.113605], [1.418964, -1.765572, -0.614595], [1.449562, 0.507177, 0.093414], [1.107242, 1.404462, -1.011581], [0.809383, 2.092507, -1.892294], [-1.185041, 1.029404, 0.791625], [-2.554743, -0.066297, 0.606434], [-1.660160, 0.480382, -0.822199], [-0.581294, -1.351649, 1.415729], [-1.044326, -1.912393, -0.183992], [2.531933, 0.356634, 0.118012], [1.129986, 0.974374, 1.031378]],
  "forces_ev_per_angstrom": [[0.0, 0.1, 0.0], [0.0, -0.1, 0.0], [0.2, -0.3, -0.1], [-0.3, 0.4, 0.3], [0.1, 0.0, 0.0], [-0.3, 0.6, -0.8], [0.3, -0.7, 0.9], [-0.1, -0.1, -0.1], [0.2, 0.0, -0.1], [0.0, 0.0, 0.2], [0.0, 0.1, -0.1], [0.1, 0.1, 0.1], [-0.1, 0.0, 0.0], [0.0, -0.1, -0.1]]
}


Record order is preserved below.
Molar mass: 82.15, 82.10, 862.82, 97.12 g mol⁻¹